1.
One molecule with the formula C8H14N2O2S at a distorted geometry. Source: OMol25; level of theory: the ωB97M-V functional and the def2-TZVPD basis.

CARTESIAN COORDINATES (ANGSTROEM)
S 0.248 1.386 2.351
O -1.952 -0.551 0.120
O 1.708 2.602 -1.028
N 1.241 -0.919 -0.756
N -0.090 1.069 -1.021
C 0.649 2.177 -1.462
C -0.151 3.008 -2.463
C -1.809 -2.560 1.890
C -0.556 -1.989 1.250
C 1.617 -0.787 -1.929
C -0.819 -0.771 0.379
C 1.233 0.551 1.043
C 0.364 0.071 -0.167
H 0.117 4.049 -2.176
H -0.063 -2.622 0.645
H 1.651 -0.235 1.542
H 0.125 -1.609 2.032
H 0.127 2.546 1.579
H 2.204 -1.516 -2.477
H -1.089 1.081 -1.341
H 1.149 -0.143 -2.587
H -1.409 -3.416 2.484
H -2.340 -1.919 2.620
H -2.716 -2.792 1.205
H -1.264 2.859 -2.365
H 1.937 1.224 0.624
H 0.330 2.842 -3.467

The value obtained for the energy is -971.36331 a.u. The SMILES is C=N[C@@](CS)(NC(C)=O)C(=O)CC. The LUMO energy is 0.60 eV. For the relative energy (zero: lowest compared OMol25 entry of this formula, charge and spin), the calculation gives 219.0 kJ/mol.

2.
One molecule with the formula C31H28BF7O2S at a distorted geometry. Source: OMol25; level of theory: the ωB97M-V functional and the def2-TZVPD basis.

CARTESIAN COORDINATES (ANGSTROEM)
S 1.662 -2.635 -1.380
F 1.384 -3.202 3.637
F -4.370 -0.219 1.694
F -0.337 -2.544 4.824
F -3.834 5.310 -0.639
F -0.421 -4.433 3.731
F -4.662 -2.340 2.165
F -4.535 -1.704 0.073
O 1.868 -0.047 -0.227
O -0.135 0.618 -1.476
C 0.250 -1.875 1.433
C -0.530 -2.397 2.442
C 0.029 -3.144 3.638
C -0.322 -1.327 0.191
C -2.275 2.137 0.239
C -0.625 -1.923 -2.312
C 1.104 -3.400 -2.829
C 2.458 0.211 -3.573
C -0.734 0.744 4.303
C 0.094 -1.909 -1.127
C 1.515 0.792 2.644
C 2.745 0.613 -1.145
C 2.732 2.512 -2.771
C -1.746 -1.113 0.305
C -1.931 -2.326 2.411
C 2.104 1.157 -2.451
C -0.850 1.196 2.983
C 0.560 1.385 -2.441
C -4.003 -1.496 1.316
C 1.863 -4.512 -3.425
C -1.538 4.769 -0.380
C 1.630 0.402 3.980
C 0.501 0.349 4.806
C -0.114 -2.887 -3.229
C -0.574 3.816 -0.038
C -3.259 3.067 -0.120
C 0.191 1.563 0.708
C -2.499 -1.651 1.330
C -2.866 4.368 -0.406
C 0.261 1.166 2.139
C -0.937 2.512 0.318
B 0.504 0.372 -0.247
H -1.499 -1.301 -2.522
H 0.566 -0.014 5.838
H -1.245 5.790 -0.599
H -1.819 1.499 2.586
H 3.540 -0.108 -1.374
H 2.842 -4.201 -3.806
H -2.552 1.093 0.400
H 0.151 1.136 -3.434
H 0.341 2.462 -2.291
H 1.294 -4.950 -4.247
H -0.650 -3.209 -4.114
H 3.548 0.136 -3.656
H -2.286 -0.694 -0.545
H -1.630 0.708 4.928
H 2.038 -0.775 -3.358
H 2.061 0.601 -4.517
H 1.113 2.112 0.496
H 0.494 4.065 -0.097
H -2.551 -2.754 3.203
H 3.196 1.419 -0.547
H -4.305 2.779 -0.144
H 2.597 0.106 4.378
H 1.324 -1.908 1.586
H 2.461 3.252 -2.002
H 3.832 2.444 -2.830
H 2.058 -5.282 -2.670
H 2.339 2.868 -3.735
H 2.386 0.749 1.977

The value obtained for the energy is -2470.70170 a.u. The LUMO energy is -1.71 eV. For the relative energy (zero: lowest compared OMol25 entry of this formula, charge and spin), the calculation gives 233.4 kJ/mol.

3.
One molecule with the formula C4H7NO4 at a distorted geometry. Source: OMol25; level of theory: the ωB97M-V functional and the def2-TZVPD basis.

CARTESIAN COORDINATES (ANGSTROEM)
O 0.193 1.173 2.579
O 1.968 -0.954 -0.767
O 0.928 1.290 0.061
O 0.466 -2.213 0.430
N -0.755 -0.301 -1.743
C 0.836 -1.121 0.081
C 0.120 0.208 0.416
C -0.210 0.263 1.900
C -1.164 0.170 -0.437
H 1.111 1.805 0.862
H -1.631 1.168 -0.403
H 0.144 0.104 -2.198
H -1.527 -0.464 -2.379
H -0.838 -0.555 2.303
H 2.219 -0.014 -0.698
H -1.861 -0.560 -0.005

The value obtained for the energy is -512.32528 a.u. The SMILES is NC[C@@](O)(C=O)C(=O)O. The LUMO energy is 0.42 eV. For the relative energy (zero: lowest compared OMol25 entry of this formula, charge and spin), the calculation gives 150.1 kJ/mol.

4.
A 2-piece molecular cluster, C4H7N2S overall at a distorted geometry. Source: OMol25; level of theory: the ωB97M-V functional and the def2-TZVPD basis.

CARTESIAN COORDINATES (ANGSTROEM)
S 1.005 -1.582 -0.783
N -2.194 -1.282 1.533
N 2.507 0.227 -1.281
C -1.140 -0.438 1.020
C -0.202 -1.065 0.037
C 0.738 1.846 -0.927
C 1.821 1.173 -1.113
H -1.778 -2.194 1.667
H -0.371 -0.057 1.752
H -2.951 -1.453 0.927
H 0.668 2.533 -0.162
H -1.529 0.487 0.579
H 3.484 0.041 -1.683
H -0.056 1.763 -1.566

The value obtained for the energy is -663.91196 a.u. The LUMO energy (spin up / spin down) is -5.37 / -5.37 eV. For the relative energy (zero: lowest compared OMol25 entry of this formula, charge and spin), the calculation gives 427.2 kJ/mol. Its charge is +1.

- The highest relative energy (zero: lowest compared OMol25 entry of this formula, charge and spin) belongs to which entry?
  C4H7N2S

Repeat the second record exactly.
One molecule with the formula C31H28BF7O2S at a distorted geometry. Source: OMol25; level of theory: the ωB97M-V functional and the def2-TZVPD basis.

CARTESIAN COORDINATES (ANGSTROEM)
S 1.662 -2.635 -1.380
F 1.384 -3.202 3.637
F -4.370 -0.219 1.694
F -0.337 -2.544 4.824
F -3.834 5.310 -0.639
F -0.421 -4.433 3.731
F -4.662 -2.340 2.165
F -4.535 -1.704 0.073
O 1.868 -0.047 -0.227
O -0.135 0.618 -1.476
C 0.250 -1.875 1.433
C -0.530 -2.397 2.442
C 0.029 -3.144 3.638
C -0.322 -1.327 0.191
C -2.275 2.137 0.239
C -0.625 -1.923 -2.312
C 1.104 -3.400 -2.829
C 2.458 0.211 -3.573
C -0.734 0.744 4.303
C 0.094 -1.909 -1.127
C 1.515 0.792 2.644
C 2.745 0.613 -1.145
C 2.732 2.512 -2.771
C -1.746 -1.113 0.305
C -1.931 -2.326 2.411
C 2.104 1.157 -2.451
C -0.850 1.196 2.983
C 0.560 1.385 -2.441
C -4.003 -1.496 1.316
C 1.863 -4.512 -3.425
C -1.538 4.769 -0.380
C 1.630 0.402 3.980
C 0.501 0.349 4.806
C -0.114 -2.887 -3.229
C -0.574 3.816 -0.038
C -3.259 3.067 -0.120
C 0.191 1.563 0.708
C -2.499 -1.651 1.330
C -2.866 4.368 -0.406
C 0.261 1.166 2.139
C -0.937 2.512 0.318
B 0.504 0.372 -0.247
H -1.499 -1.301 -2.522
H 0.566 -0.014 5.838
H -1.245 5.790 -0.599
H -1.819 1.499 2.586
H 3.540 -0.108 -1.374
H 2.842 -4.201 -3.806
H -2.552 1.093 0.400
H 0.151 1.136 -3.434
H 0.341 2.462 -2.291
H 1.294 -4.950 -4.247
H -0.650 -3.209 -4.114
H 3.548 0.136 -3.656
H -2.286 -0.694 -0.545
H -1.630 0.708 4.928
H 2.038 -0.775 -3.358
H 2.061 0.601 -4.517
H 1.113 2.112 0.496
H 0.494 4.065 -0.097
H -2.551 -2.754 3.203
H 3.196 1.419 -0.547
H -4.305 2.779 -0.144
H 2.597 0.106 4.378
H 1.324 -1.908 1.586
H 2.461 3.252 -2.002
H 3.832 2.444 -2.830
H 2.058 -5.282 -2.670
H 2.339 2.868 -3.735
H 2.386 0.749 1.977

The value obtained for the energy is -2470.70170 a.u. The LUMO energy is -1.71 eV. For the relative energy (zero: lowest compared OMol25 entry of this formula, charge and spin), the calculation gives 233.4 kJ/mol.

Repeat the fourth record exactly.
A 2-piece molecular cluster, C4H7N2S overall at a distorted geometry. Source: OMol25; level of theory: the ωB97M-V functional and the def2-TZVPD basis.

CARTESIAN COORDINATES (ANGSTROEM)
S 1.005 -1.582 -0.783
N -2.194 -1.282 1.533
N 2.507 0.227 -1.281
C -1.140 -0.438 1.020
C -0.202 -1.065 0.037
C 0.738 1.846 -0.927
C 1.821 1.173 -1.113
H -1.778 -2.194 1.667
H -0.371 -0.057 1.752
H -2.951 -1.453 0.927
H 0.668 2.533 -0.162
H -1.529 0.487 0.579
H 3.484 0.041 -1.683
H -0.056 1.763 -1.566

The value obtained for the energy is -663.91196 a.u. The LUMO energy (spin up / spin down) is -5.37 / -5.37 eV. For the relative energy (zero: lowest compared OMol25 entry of this formula, charge and spin), the calculation gives 427.2 kJ/mol. Its charge is +1.

- Which of these has the lowest energy?
  C31H28BF7O2S